Entry 1:
DFT (wB97M-V/def2-TZVPD) results for a molecular structure, C27H23BrCsN5O4S.

XYZ file:
```
62
Properties=species:S:1:pos:R:3
Cs 2.64 2.43 -1.74
C -6.85 -5.87 6.14
O -6.66 -4.47 6.19
C -5.74 -3.92 5.38
C -5.57 -2.53 5.47
C -4.64 -1.89 4.69
C -3.85 -2.60 3.78
C -4.03 -3.97 3.68
C -4.96 -4.63 4.48
C -2.88 -1.87 2.98
N -2.73 -0.56 2.97
C -1.70 -0.30 2.12
C -1.21 -1.48 1.58
N -1.97 -2.47 2.13
C -0.12 -1.52 0.67
C 0.39 -2.70 0.10
C 1.45 -2.62 -0.77
C 1.98 -1.35 -1.06
N 1.52 -0.24 -0.53
C 0.49 -0.29 0.32
C -0.01 0.95 0.89
N 0.62 2.09 0.55
C 0.19 3.23 1.04
C -0.90 3.33 1.91
C -1.55 2.18 2.28
C -1.11 0.95 1.77
H -7.62 -6.10 6.87
H -5.94 -6.41 6.40
H -7.18 -6.19 5.15
H -6.18 -1.99 6.18
H -4.50 -0.82 4.76
H -3.44 -4.56 2.99
H -5.07 -5.71 4.38
H -1.87 -3.45 1.97
H -0.05 -3.65 0.34
H 1.87 -3.50 -1.23
H 2.82 -1.25 -1.74
H 0.73 4.12 0.74
H -1.22 4.29 2.29
H -2.40 2.19 2.96
C 4.61 1.41 -7.83
C 4.98 1.16 -6.39
C 6.31 1.03 -5.98
C 6.60 0.84 -4.64
C 5.53 0.78 -3.77
Br 5.87 0.52 -1.91
N 4.27 0.88 -4.12
C 4.01 1.07 -5.41
H 5.44 1.18 -8.49
H 4.34 2.45 -7.97
H 3.76 0.80 -8.11
H 7.11 1.10 -6.71
H 7.62 0.75 -4.28
H 2.96 1.18 -5.66
C 1.11 6.65 -2.01
S 2.33 5.41 -2.44
O 1.59 4.35 -3.13
O 3.32 6.05 -3.27
O 2.86 4.92 -1.16
H 0.69 7.04 -2.93
H 1.62 7.43 -1.45
H 0.34 6.16 -1.40
```

Computed properties:
- LUMO level (eV) = -0.03
- ΔE to the lowest compared entry with this formula, charge and spin (eV) = 0.479
- HOMO level (eV) = -7.91
- gap between HOMO and LUMO (eV) = 7.87

***

Entry 2:
DFT (wB97M-V/def2-TZVPD) results for a molecular structure, C27H23BrN7NiO8S.

XYZ file:
```
68
Properties=species:S:1:pos:R:3
Ni -0.27 -0.59 -0.15
Br -6.48 0.02 5.60
C -4.64 0.08 6.11
C -4.14 -0.89 6.96
C -2.80 -0.87 7.30
C -1.94 0.08 6.73
C -2.48 1.08 5.91
C -3.83 1.08 5.61
N -0.62 0.11 7.12
N 0.38 0.31 6.40
C 0.46 0.25 5.05
C 1.47 1.07 4.50
C 1.66 1.22 3.15
C 0.87 0.51 2.21
O 1.06 0.57 0.97
C -0.18 -0.33 2.76
N -0.97 -0.95 1.85
C -1.90 -1.77 2.27
C -2.02 -2.15 3.61
C -1.21 -1.56 4.55
C -0.34 -0.53 4.15
H -4.79 -1.65 7.35
H -2.40 -1.61 7.97
H -1.84 1.86 5.53
H -4.23 1.85 4.97
H 2.06 1.65 5.19
H 2.42 1.88 2.76
H -2.56 -2.21 1.53
H -2.72 -2.93 3.88
H -1.24 -1.89 5.57
O -1.76 1.56 -3.25
C -0.93 1.17 -2.44
O -1.21 0.78 -1.26
C 0.53 1.14 -2.87
C 1.04 2.14 -3.66
C 2.37 2.10 -4.10
C 3.16 1.00 -3.83
C 2.65 -0.05 -3.08
C 1.34 0.01 -2.48
O 0.94 -0.89 -1.70
N 3.46 -1.20 -2.91
O 2.93 -2.26 -2.61
O 4.66 -1.09 -3.12
N 2.91 3.16 -4.87
O 2.23 4.16 -5.04
O 4.03 3.03 -5.33
H 0.42 2.98 -3.94
H 4.17 0.94 -4.21
C -3.17 -1.15 -3.96
N -2.88 -1.56 -2.61
C -3.56 -0.80 -1.59
C -1.94 -2.47 -2.32
S -1.33 -2.72 -0.77
N -1.53 -3.28 -3.36
C -0.20 -3.85 -3.27
C -2.51 -4.26 -3.80
H -2.91 -0.09 -4.06
H -4.24 -1.28 -4.17
H -2.59 -1.72 -4.67
H -4.59 -1.16 -1.49
H -3.56 0.25 -1.88
H -3.04 -0.89 -0.64
H 0.50 -3.09 -2.91
H 0.10 -4.16 -4.27
H -0.16 -4.71 -2.59
H -3.52 -3.84 -3.75
H -2.48 -5.15 -3.16
H -2.29 -4.55 -4.83
```

Computed properties:
- LUMO level (alpha / beta) (eV) = 1.49 / 1.49
- HOMO level (alpha / beta) (eV) = -5.12 / -5.12
- charge = -1
- gap between HOMO and LUMO (alpha / beta) (eV) = 6.62 / 6.61

***

Entry 3:
DFT (wB97M-V/def2-TZVPD) results for a molecular structure, C27H23CaCl3GeO2P2S2.

XYZ file:
```
61
Properties=species:S:1:pos:R:3
Ca -2.88 1.22 0.29
S -1.31 3.29 1.25
P 0.27 2.16 0.38
C -0.26 0.54 0.20
P -0.32 -1.08 0.75
S -2.27 -1.48 1.17
C 0.72 -1.59 2.10
C 0.16 -1.83 3.37
C 1.08 -2.03 4.45
C 2.43 -1.90 4.27
C 2.96 -1.79 3.00
C 2.10 -1.49 1.93
C 0.13 -2.16 -0.63
C 0.73 -3.36 -0.47
C 1.03 -4.13 -1.61
C 0.67 -3.73 -2.90
C -0.23 -2.62 -2.99
C -0.45 -1.80 -1.87
C 0.56 3.00 -1.23
C 0.54 2.29 -2.43
C 0.35 3.00 -3.59
C 0.21 4.38 -3.56
C 0.31 5.06 -2.39
C 0.50 4.37 -1.16
C 1.77 2.58 1.32
C 2.96 2.86 0.65
C 4.05 3.36 1.36
C 3.91 3.66 2.70
C 2.70 3.44 3.34
C 1.60 2.91 2.70
H -0.98 -1.79 3.54
H 0.59 -2.27 5.43
H 3.08 -2.03 5.19
H 4.10 -1.74 2.85
H 2.53 -1.22 0.92
H 0.93 -3.71 0.55
H 1.59 -5.03 -1.43
H 0.91 -4.38 -3.71
H -0.64 -2.33 -3.95
H -0.96 -0.82 -2.00
H 0.66 1.22 -2.37
H 0.33 2.47 -4.52
H -0.03 4.84 -4.54
H 0.23 6.18 -2.38
H 0.52 4.92 -0.13
H 3.04 2.57 -0.45
H 5.05 3.54 0.85
H 4.70 4.18 3.30
H 2.65 3.71 4.41
H 0.65 2.78 3.17
Cl -4.39 3.03 -0.67
Ge -5.91 1.12 -0.81
Cl -4.10 -0.06 -1.83
Cl -5.42 0.54 1.35
C -4.27 -5.50 -2.02
O -4.55 -4.05 -1.89
C -5.68 -3.46 -1.85
O -6.02 -2.47 -1.25
H -5.27 -6.03 -2.00
H -3.61 -5.79 -1.20
H -3.77 -5.57 -2.98
```

Computed properties:
- LUMO level (alpha / beta) (eV) = 2.54 / 1.79
- ΔE to the lowest compared entry with this formula, charge and spin (eV) = 1.892
- HOMO level (alpha / beta) (eV) = -3.52 / -3.52
- 2S+1 = 2
- charge = -1
- gap between HOMO and LUMO (alpha / beta) (eV) = 6.06 / 5.31